<i>
DFT (the ωB97M-V functional and the def2-TZVPD basis) results for a 3-piece molecular cluster, C3H13N4 overall.

Last columns: bonded neighbours and bond lengths (Å).
Element x y z (Å)
1 C -2.2775 1.5111 -0.7238  H8 1.048, H9 1.050, H10 1.094
2 C -1.8313 -1.4355 0.6601  N6 1.426, H11 1.038, H12 1.183, H13 1.116
3 C -0.2443 0.3828 0.2024  N4 1.310, N6 1.287
4 N 0.8108 1.1322 -0.0015  C3 1.310, H14 1.094, H15 1.103
5 N 0.4446 -1.6125 1.2317  N6 1.441, H16 1.036, H17 1.021
6 N -0.5516 -0.8133 0.5645  C2 1.426, C3 1.287, N5 1.441
7 N 3.0427 0.4501 -1.0758  H18 1.002, H19 1.076, H20 1.023
8 H -2.5589 1.7546 0.2562  C1 1.048
9 H -1.5138 2.0857 -1.1577  C1 1.050
10 H -2.7778 0.6804 -1.2306  C1 1.094
11 H -2.4390 -1.2590 -0.1634  C2 1.038
12 H -1.6770 -2.6030 0.7715  C2 1.183
13 H -2.4589 -1.1892 1.5490  C2 1.116
14 H 0.7400 2.2212 -0.0836  N4 1.094
15 H 1.8256 0.7687 -0.2363  N4 1.103
16 H 1.3294 -1.1130 1.4312  N5 1.036
17 H 0.0483 -2.0088 2.0851  N5 1.021
18 H 3.9044 0.8015 -0.7036  N7 1.002
19 H 2.9934 0.7871 -2.0962  N7 1.076
20 H 3.1909 -0.5411 -1.2794  N7 1.023

As for the charge: +1. For the molecular weight, the calculation gives 105.16 g/mol. The HOMO energy (spin up / spin down) is -12.381 / -12.388 eV.



<ii>
DFT (the ωB97M-V functional and the def2-TZVPD basis) results for an isolated ion of composition C3H13N4 and charge +1.

Last columns: bonded neighbours and bond lengths (Å).
Element x y z (Å)
1 N 0.9471 1.8316 -0.8684  C2 1.454, H8 1.020, H9 1.008
2 C 0.7388 1.3032 0.4705  N1 1.454, C3 1.605, H10 1.096, H11 1.037
3 C -0.3531 0.1313 0.3672  C2 1.605, N4 1.439, N5 1.452, C6 1.778
4 N -1.0083 -0.1826 1.6091  C3 1.439, H12 1.106, H13 0.991
5 N -1.3112 0.2538 -0.7170  C3 1.452, H14 1.038, H15 1.192, H16 1.048
6 C 0.7007 -1.2343 -0.0638  C3 1.778, N7 1.458, H17 1.168, H18 1.028
7 N -0.1671 -2.0852 -0.8696  C6 1.458, H19 1.109, H20 1.064
8 H 1.8288 1.4950 -1.2555  N1 1.020
9 H 0.9078 2.8310 -0.7405  N1 1.008
10 H 1.4522 0.7859 1.1228  C2 1.096
11 H 0.4418 2.0990 1.0655  C2 1.037
12 H -0.2548 -0.5164 2.3470  N4 1.106
13 H -1.3837 0.6739 1.9375  N4 0.991
14 H -1.2391 1.1241 -1.2789  N5 1.038
15 H -1.0107 -0.7665 -1.2551  N5 1.192
16 H -2.2863 0.0777 -0.3767  N5 1.048
17 H 1.6345 -0.7438 -0.5650  C6 1.168
18 H 0.8606 -1.6186 0.8761  C6 1.028
19 H -0.8513 -2.7229 -0.2733  N7 1.109
20 H 0.3533 -2.7362 -1.5317  N7 1.064

As for the charge: +1. For the molecular weight, the calculation gives 105.16 g/mol. The HOMO energy is -13.428 eV.



Tell me which of them is the most stable. Sure, it is <ii>.



<i>
DFT (the ωB97M-V functional and the def2-TZVPD basis) results for a 2-piece molecular cluster, C3H13N4 overall.

Last columns: bonded neighbours and bond lengths (Å).
Element x y z (Å)
1 N -1.5869 0.2068 1.4791  C2 1.427, H5 1.013, H6 1.015
2 C -1.0549 1.2304 0.6398  N1 1.427, N3 1.405, N4 1.271
3 N -1.9193 2.1787 0.0675  C2 1.405, H7 1.012, H8 1.012
4 N 0.1630 1.1308 0.2909  C2 1.271, H10 1.020
5 H -2.2873 -0.3497 1.0046  N1 1.013
6 H -2.0166 0.6282 2.2959  N1 1.015
7 H -2.4433 1.8295 -0.7250  N3 1.012
8 H -2.5661 2.5777 0.7356  N3 1.012
9 H 0.6843 -0.2082 0.2663  N13 1.189
10 H 0.4122 1.8104 -0.4271  N4 1.020
11 C 1.2884 -1.3639 -2.0448  C12 1.513, H14 1.089, H15 1.091, H16 1.090
12 C 1.9640 -1.6404 -0.7201  C11 1.513, N13 1.518, H17 1.087, H18 1.090
13 N 1.0446 -1.3272 0.4471  H9 1.189, C12 1.518, H19 1.016, H20 1.016
14 H 0.8906 -0.3547 -2.1426  C11 1.089
15 H 2.0608 -1.4691 -2.8078  C11 1.091
16 H 0.5069 -2.0963 -2.2495  C11 1.090
17 H 2.2899 -2.6725 -0.6210  C12 1.087
18 H 2.8129 -0.9696 -0.5906  C12 1.090
19 H 0.3135 -2.0319 0.4722  N13 1.016
20 H 1.5498 -1.4022 1.3254  N13 1.016

As for the charge: +1. For the molecular weight, the calculation gives 105.16 g/mol. The HOMO energy is -13.711 eV.



<ii>
DFT (the ωB97M-V functional and the def2-TZVPD basis) results for a 2-piece molecular cluster, C3H13N4 overall.

Last columns: bonded neighbours and bond lengths (Å).
Element x y z (Å)
1 N -2.6370 -0.4443 1.0917  C2 1.337, H5 0.983, H6 1.005
2 C -1.3964 -0.0067 0.8525  N1 1.337, N3 1.343, N4 1.337
3 N -0.3546 -0.7604 1.2409  C2 1.343, H7 1.040, H8 1.040
4 N -1.2189 1.1924 0.2888  C2 1.337, H9 1.024, H10 0.999
5 H -2.8305 -1.3838 1.3069  N1 0.983
6 H -3.4743 0.1003 0.9831  N1 1.005
7 H 0.5564 -0.3565 0.9431  N3 1.040
8 H -0.4514 -1.7770 1.4355  N3 1.040
9 H -0.2938 1.3758 -0.1104  N4 1.024
10 H -1.9061 1.5598 -0.3369  N4 0.999
11 C 1.3825 -0.2626 -2.2322  C12 1.496, H14 1.120, H15 1.164, H16 1.112
12 C 2.1123 -0.4115 -0.9351  C11 1.496, N13 1.528, H17 1.118, H18 1.077
13 N 1.7656 0.6922 0.0630  C12 1.528, H19 1.005, H20 1.025
14 H 1.7577 -1.0518 -2.9325  C11 1.120
15 H 0.2302 -0.4204 -2.1888  C11 1.164
16 H 1.5913 0.7399 -2.6670  C11 1.112
17 H 1.7812 -1.3669 -0.4579  C12 1.118
18 H 3.1725 -0.4109 -1.1239  C12 1.077
19 H 2.5307 0.7510 0.7123  N13 1.005
20 H 1.8604 1.5654 -0.4659  N13 1.025

As for the charge: +1. For the molecular weight, the calculation gives 105.16 g/mol. The HOMO energy is -14.297 eV.



Tell me which of them is the most stable. Sure, it is <ii>.